# 1
Here is 2 unconnected molecules or ions with the total composition C4H10NO3 from the Open Molecules 2025 dataset. Energies are from the ωB97M-V functional and the def2-TZVPD basis.

The geometry in XYZ format:
```
18
Properties=species:S:1:pos:R:3
O 0.0092 -2.0638 2.2034
C 0.0174 -1.4470 1.1620
C 0.7540 -0.1218 1.0755
C -0.3278 1.0274 1.3006
N 1.5154 0.0889 -0.1534
C 0.8673 -0.1626 -1.4806
O 0.0367 0.7810 -1.9301
H -0.4296 -1.8485 0.2335
H 1.4027 -0.1293 1.9654
H 0.1788 1.7703 1.9078
H -1.1974 0.5096 1.7096
H -0.6476 1.4440 0.3414
H 1.8560 1.0337 -0.0309
H 1.7319 -0.2110 -2.1786
H 0.3938 -1.1862 -1.4411
H -2.4686 1.3883 -0.8076
H -1.3223 0.8454 -1.9762
O -2.3248 1.2600 -1.7668
```

Values from the calculation:
- E_LUMO (eV) = 3.80
- HOMO level (eV) = -3.82
- gap between HOMO and LUMO (eV) = 7.618
- charge = -1
- multiplicity = 1

---

# 2
Here is 2 unconnected molecules or ions with the total composition C4H10NO3 from the Open Molecules 2025 dataset. Energies are from the ωB97M-V functional and the def2-TZVPD basis.

The geometry in XYZ format:
```
18
Properties=species:S:1:pos:R:3
C -0.0696 -1.9092 0.8290
N 0.9136 -0.9136 0.3393
C 1.7167 -1.3760 -0.7601
C 0.1240 0.3456 0.1080
C -0.9546 0.6310 -0.9057
O -1.3887 -0.2858 -1.5629
O -1.3152 1.8425 -1.0527
H -0.8472 -2.3101 0.2738
H -0.4684 -1.4516 1.6809
H 0.5446 -2.6788 1.1566
H 1.0434 -1.1675 -1.7036
H 1.7401 -2.4432 -0.6928
H 2.6500 -0.7040 -0.9327
H -0.4428 0.7647 1.0785
H 0.9340 1.1409 0.1193
H -1.9814 3.0605 0.3242
H -0.6918 3.8408 0.6715
O -1.5069 3.6137 1.0294
```

Values from the calculation:
- E_LUMO (eV) = 3.91
- HOMO level (eV) = -4.18
- gap between HOMO and LUMO (eV) = 8.089
- charge = -1
- multiplicity = 1

---

# 3
Here is a single C4H10NO3 molecule from the Open Molecules 2025 dataset. Energies are from the ωB97M-V functional and the def2-TZVPD basis.

The geometry in XYZ format:
```
18
Properties=species:S:1:pos:R:3
O 1.5226 -0.4427 1.1145
C 0.9833 -0.4719 0.1071
O 1.4308 -1.5229 -0.7557
C 0.0611 0.4387 -0.6984
C -1.2530 0.6638 0.3491
C -1.1484 -0.2356 1.4669
O -1.1634 1.9667 0.7227
N -0.2861 -0.2705 -2.0208
H 2.2823 -1.9743 -0.3833
H 0.4463 1.4337 -0.9370
H -2.1676 0.5159 -0.2189
H -1.1068 -1.2790 1.3400
H -2.0632 0.0152 2.1360
H -0.3468 -0.0412 2.2627
H -0.2367 2.2781 1.0708
H -0.9622 0.0813 -2.6961
H -0.5794 -1.2288 -1.8192
H 0.5581 -0.2870 -2.6094
```

Values from the calculation:
- E_LUMO (spin up / spin down) (eV) = 0.57 / 0.42
- HOMO level (spin up / spin down) (eV) = -3.72 / -10.58
- gap between HOMO and LUMO (spin up / spin down) (eV) = 4.296 / 11.003
- expectation value of S² = 0.75
- multiplicity = 2

---

# 4
Here is a single C4H10NO3P molecule from the Open Molecules 2025 dataset. Energies are from the ωB97M-V functional and the def2-TZVPD basis.

The geometry in XYZ format:
```
19
Properties=species:S:1:pos:R:3
C 2.4062 -1.1479 0.6266
C 1.4394 -0.5297 -0.3185
P -0.3961 -0.4204 0.0320
C -0.5328 1.3573 0.5047
C -1.8469 1.6831 1.1672
O -0.9285 -0.1711 -1.5428
N -1.3509 -1.3473 -1.9791
O -2.0035 -1.4077 -2.9364
O -0.9508 -2.2833 -1.3331
H 2.3566 -2.1653 0.7423
H 3.3769 -1.0474 0.3151
H 2.2637 -0.7021 1.5532
H 1.6118 -0.9634 -1.2252
H 1.6301 0.5953 -0.4359
H 0.2328 1.4524 1.3537
H -0.3803 1.8608 -0.4646
H -2.2148 2.7099 0.9845
H -2.6255 1.1096 0.8095
H -2.0874 1.4171 2.1467
```

Values from the calculation:
- SMILES string = CCP(CC)O[N+](=O)[O-]
- E_LUMO (eV) = 0.60
- HOMO level (eV) = -8.76
- gap between HOMO and LUMO (eV) = 9.362
- multiplicity = 1

---

# 5
Here is a molecular structure, C4H10NO3PS from the Open Molecules 2025 dataset. Energies are from the ωB97M-V functional and the def2-TZVPD basis.

The geometry in XYZ format:
```
20
Properties=species:S:1:pos:R:3
C -1.3710 -1.2906 0.7079
C -0.8570 -1.1780 -1.7650
C 1.3039 0.9041 2.0392
C -0.2852 -1.4740 -0.3615
N -0.3753 2.1515 -0.5316
O 2.6637 1.0922 -0.2301
O -0.2435 3.9392 -2.0778
O 0.8866 -0.7788 -0.0415
P 1.3262 0.7057 0.2833
S 0.5627 2.9503 -1.4252
H -2.2575 -1.8215 0.3303
H -1.1143 -1.7923 1.6484
H -1.6328 -0.2245 0.7693
H -1.0377 -0.1094 -1.8672
H -1.5108 -2.0026 -2.0831
H -0.0917 -1.3799 -2.5371
H 2.1816 1.5342 2.3178
H 0.3012 1.3682 2.4687
H 1.3991 -0.0378 2.6874
H 0.1517 -2.5559 -0.3322
```

Values from the calculation:
- E_LUMO (eV) = -0.13
- HOMO level (eV) = -10.16
- gap between HOMO and LUMO (eV) = 10.024
- multiplicity = 1

---

# 6
Here is a single C4H10NO6P molecule from the Open Molecules 2025 dataset. Energies are from the ωB97M-V functional and the def2-TZVPD basis.

The geometry in XYZ format:
```
22
Properties=species:S:1:pos:R:3
C -1.6262 0.8382 -2.0555
O -1.8829 -0.5318 -1.7632
C -2.5079 -0.7703 -0.5700
O -1.6740 -0.5153 0.5813
C -0.6028 -1.3246 0.7266
O -0.4230 -2.3462 0.1304
N 0.2093 -0.8477 1.7681
C 0.9459 0.3962 1.6219
P 2.1673 0.4268 0.2876
O 1.6056 0.2773 -1.0578
O 2.9749 1.7921 0.5351
O 3.2393 -0.6669 0.7198
H -1.9125 1.0198 -3.0921
H -2.2050 1.4969 -1.3999
H -0.5617 1.0392 -1.9460
H -3.3612 -0.1046 -0.4097
H -2.8245 -1.8111 -0.5599
H 0.7796 -1.6158 2.0979
H 1.4483 0.6069 2.5674
H 0.2503 1.2164 1.4193
H 2.3883 2.5547 0.4598
H 3.5727 -1.1302 -0.0612
```

Values from the calculation:
- SMILES string = COCOC(=O)NCP(=O)(O)O
- E_LUMO (eV) = 0.38
- HOMO level (eV) = -9.74
- gap between HOMO and LUMO (eV) = 10.114
- multiplicity = 1

---

Please write out number 1 again, unchanged.
Here is 2 unconnected molecules or ions with the total composition C4H10NO3 from the Open Molecules 2025 dataset. Energies are from the ωB97M-V functional and the def2-TZVPD basis.

The geometry in XYZ format:
```
18
Properties=species:S:1:pos:R:3
O 0.0092 -2.0638 2.2034
C 0.0174 -1.4470 1.1620
C 0.7540 -0.1218 1.0755
C -0.3278 1.0274 1.3006
N 1.5154 0.0889 -0.1534
C 0.8673 -0.1626 -1.4806
O 0.0367 0.7810 -1.9301
H -0.4296 -1.8485 0.2335
H 1.4027 -0.1293 1.9654
H 0.1788 1.7703 1.9078
H -1.1974 0.5096 1.7096
H -0.6476 1.4440 0.3414
H 1.8560 1.0337 -0.0309
H 1.7319 -0.2110 -2.1786
H 0.3938 -1.1862 -1.4411
H -2.4686 1.3883 -0.8076
H -1.3223 0.8454 -1.9762
O -2.3248 1.2600 -1.7668
```

Values from the calculation:
- E_LUMO (eV) = 3.80
- HOMO level (eV) = -3.82
- gap between HOMO and LUMO (eV) = 7.618
- charge = -1
- multiplicity = 1

---

Number 5 is which compound? C4H10NO3PS